No. 1
Molecular formula: C17H23F5HgNO2P2
Method: DFT, the ωB97M-V functional and the def2-TZVPD basis

XYZ file:
```
51
Properties=species:S:1:pos:R:3:forces:R:3
H 3.6623 -1.7089 2.1432 -0.0243 -0.1535 -0.3624
H -2.1853 0.2592 -3.8104 0.0528 -0.3541 0.0639
H -1.6510 -1.3957 -4.2841 -0.2108 0.2040 0.1784
N 1.2121 -0.9828 0.0041 -0.1988 0.0307 0.1021
H 4.2884 3.6440 -0.9121 0.2018 0.0219 0.1166
F -6.0908 0.8781 1.3712 0.5475 -0.6221 -0.0134
O 4.9544 3.5439 -0.2155 0.0037 -1.1585 -0.2129
C -0.4478 0.8147 3.2064 -0.5731 0.4567 0.1117
H 3.7286 -3.7794 0.7329 0.0079 0.2848 -0.2257
C 2.0361 -0.8554 1.0471 0.3026 -0.6220 -0.3679
H 1.3007 3.2728 2.9221 -0.0637 0.0714 -0.1898
F -6.0711 -1.6759 2.4122 0.6933 0.3158 -0.4183
C -3.8480 0.5918 0.6406 -0.1797 -0.3001 0.3148
H 0.5768 1.2075 -3.9748 0.0015 -0.3375 0.0597
C -3.8239 -1.9700 1.7218 0.3383 -0.5067 0.1404
C 2.1575 -3.0983 -0.5786 -0.0146 0.5014 -0.2233
O 1.7299 3.5925 -2.6039 -0.3089 -0.8418 -0.2153
C 3.0597 -2.9606 0.4697 -0.1720 -0.1769 0.3252
P 0.3795 1.3958 1.7031 0.4203 -0.4721 -0.0680
C -4.9963 0.1003 1.2594 -0.1935 0.4433 -0.0445
C 3.0200 -1.8237 1.2678 -0.2109 0.1998 0.5084
C 0.9147 0.2322 -3.5955 0.1029 -0.0108 -0.3348
H -1.4512 1.2245 3.3027 -0.0426 -0.0569 0.2144
H 1.0609 -0.4508 -4.4473 0.0607 0.2781 0.2283
H -0.4761 -0.2828 3.1829 -0.2369 0.3358 -0.0823
P -0.3387 -0.4531 -2.4778 0.1287 0.3618 0.2778
H 1.5418 -0.2146 3.0085 0.2765 0.1316 -0.5304
C 1.8177 0.2648 2.0503 0.4665 0.0580 -0.0165
C 0.8078 3.1412 1.9512 0.3059 0.1857 0.3046
H 1.8660 0.3790 -3.0628 -0.3077 -0.1540 -0.1085
F -1.5396 -2.1763 1.0936 -0.5400 0.2037 -0.1068
F -3.8395 1.8731 0.1766 -0.0722 -0.6957 0.1541
C 1.2644 -2.0449 -0.8041 0.5790 -0.4304 0.2769
H 2.1614 -3.9710 -1.2342 -0.0130 0.2458 0.2780
H -2.6290 -1.1400 -2.7871 0.2589 0.1219 -0.2047
H 0.1995 1.1264 4.0358 -0.3553 -0.0403 0.0360
H -0.1129 3.7400 1.9420 0.1519 -0.2411 0.0072
C 0.3084 -2.1042 -1.9691 -0.5561 0.1126 -0.4496
H 0.7709 -2.5818 -2.8384 0.1384 0.1214 0.0501
H 2.7440 0.8038 2.3000 -0.1536 -0.0243 -0.4616
C -2.6973 -1.4489 1.0959 -0.4084 0.4090 0.1705
H 0.9113 3.4325 -2.0963 0.5387 0.0523 -0.5098
Hg -0.9044 0.5925 -0.3199 0.3319 -0.2850 0.2175
C -4.9781 -1.1914 1.7919 -0.4590 -0.0876 0.2596
H 1.4657 3.5259 1.1594 -0.1508 -0.2702 0.1892
H -0.5660 -2.7383 -1.7633 0.1001 0.1923 0.2970
F -3.7756 -3.1993 2.2774 -0.2462 0.7287 -0.2911
H 5.2685 2.6135 -0.3061 -0.2987 1.1259 0.0586
C -2.7082 -0.1788 0.5495 0.0174 -0.0111 -0.0249
H 1.7707 2.8970 -3.2992 -0.1471 0.8244 0.8040
C -1.8488 -0.7205 -3.4389 0.1108 -0.1662 -0.2823
```
Positions in Å, forces in eV/Å.

## Properties
HOMO in eV: -11.8604
Net charge: +1
HOMO-LUMO gap in eV: 8.7

=====

No. 2
Molecular formula: C17H23F6O9P
Method: DFT, the ωB97M-V functional and the def2-TZVPD basis

XYZ file:
```
56
Properties=species:S:1:pos:R:3:forces:R:3
C -2.2112 5.9430 -6.9277 -1.6727 1.5346 -1.2397
O -1.6712 3.8532 -5.9116 0.1405 1.9747 -0.8875
H -0.3422 2.5092 -3.1117 -0.2405 0.2639 -0.3106
O 4.9495 -2.8478 4.4463 -2.6232 -0.4901 -1.2583
O -1.6726 2.2732 1.6622 0.0274 -1.6719 -3.1804
F -3.5032 5.7829 -6.5184 1.2510 -0.1281 -0.0365
C 2.8888 -2.4570 3.1723 -1.5114 1.5304 -1.1905
C -0.5402 2.7427 0.8522 -0.2636 2.3996 0.4145
F 2.9156 -2.8168 1.8571 0.5893 -0.0794 1.2961
C 3.8808 -3.2643 4.0118 2.3263 -1.4097 1.6454
C -0.8058 2.9790 -5.1711 0.3823 -0.4651 0.7095
H -1.9891 3.1378 -3.3698 0.0135 -0.1094 -0.1164
H -0.4642 -1.1420 1.8374 1.6825 -0.6894 -1.6302
C -2.4874 1.2606 0.9915 -3.2864 -3.7020 -0.9558
H -0.1877 3.7650 1.3617 -0.7682 -2.5716 -0.8702
C -3.7036 -0.1365 -1.2393 -0.1158 0.0656 4.4578
C -4.5655 -1.1230 -0.2199 2.5745 2.8001 1.6117
O 3.4288 -4.5468 4.1884 0.1474 1.8481 -0.7451
H -0.6172 4.2360 -3.4137 0.0547 -0.1199 -0.1031
C -1.2192 5.1357 -6.0882 2.2344 -1.5339 1.6377
H -5.3208 -1.9583 -0.6152 1.9768 2.1512 0.8559
F 1.5968 -2.6171 3.5816 1.2357 -0.1232 0.0543
H -4.9674 -1.5950 2.1736 1.3668 1.4569 -1.7983
O 2.5051 0.3375 -0.4635 -3.4089 0.4747 -0.3122
H 1.3998 -1.0718 1.4323 -2.0732 -0.5001 -1.1417
H -3.2752 0.3511 3.1728 -0.0669 -0.1666 -2.8586
H 2.6587 0.0386 -1.4157 -0.5726 0.6771 1.6587
C 0.3547 -1.4169 1.0260 -0.4063 -1.6123 1.4778
O -0.0607 -0.7675 -0.2265 2.9609 3.7782 0.8969
F -1.9692 7.2839 -6.8957 0.1701 -1.4684 0.2631
C 4.2942 -5.4210 4.9289 0.4371 -0.5221 0.5529
O 0.6136 1.8386 0.9559 -0.7921 -1.8744 -2.9623
H 5.3322 -5.3165 4.5939 -0.2410 0.2225 0.0090
H 0.1976 -3.6604 1.7228 0.4928 1.2814 -2.1506
H 1.2961 -3.3955 0.1200 -1.8333 0.7582 1.4083
H 3.1109 -5.2622 6.7302 0.1246 -0.1455 -0.0713
P 0.7855 0.7844 -0.4099 0.7926 -0.5075 -3.9108
H 4.4828 -4.1640 6.6863 0.0727 -0.1870 -0.0749
F 3.1308 -1.1161 3.2043 0.1637 -1.4929 0.2701
O -0.1505 5.5522 -5.6537 -2.5540 -0.4456 -1.2492
H 4.7578 -5.8908 6.9883 -0.0881 0.0628 -0.1264
C -0.9432 3.2256 -3.6794 0.0363 0.2857 0.0025
H -3.8520 -0.2712 -2.4099 0.5318 0.5040 2.8707
F -2.1844 5.5832 -8.2429 0.3275 -0.0329 1.1507
H -0.8238 3.0526 -0.2546 0.5630 -1.2737 2.2010
H 3.9833 -6.4462 4.6992 -0.1776 0.3722 -0.1963
H -2.1289 1.7108 -1.3783 -1.2098 -1.5774 1.6572
H 0.2322 3.0835 -5.5061 -0.2367 0.2220 0.0193
C -2.6999 1.0316 -0.6127 -1.6238 -1.7096 1.7952
H -1.1167 1.9538 -5.4008 -0.1767 0.3624 -0.1888
C -3.3503 0.2368 1.9947 -0.5638 -0.5330 -3.2955
C 0.3492 -3.0521 0.7237 -0.8456 0.6657 -0.4464
C 4.1568 -5.1744 6.4206 -0.0682 0.3511 0.1298
H -0.5825 -3.2377 0.0200 1.8113 0.3394 1.5356
O 0.4760 1.4278 -1.8188 0.6444 -2.2596 5.3361
C -4.3716 -0.9417 1.3990 2.2881 3.0196 -2.6103
```
Positions in Å, forces in eV/Å.

## Properties
HOMO in eV: -8.5056
HOMO-LUMO gap in eV: 8.5
SMILES string: CCO[P@](=O)(O)OCOc1ccccc1.CCOC(=O)C(F)(F)F.CCOC(=O)C(F)(F)F

=====

No. 3
Molecular formula: C17H23MnN6O2
Method: DFT, the ωB97M-V functional and the def2-TZVPD basis

XYZ file:
```
49
Properties=species:S:1:pos:R:3:forces:R:3
C 0.5642 0.6630 2.8523 -0.0154 -0.0793 0.0169
N -0.5796 1.3158 0.8852 -0.3428 0.0632 -0.6023
O 0.8304 0.9408 -1.7478 0.3028 0.4240 0.1291
H 0.0269 2.0187 -5.3171 0.0160 0.0200 -0.0037
H 2.5194 -2.7069 1.0067 0.0455 -0.0420 0.0005
O -2.2932 -2.2428 -1.8774 0.0325 0.0306 0.0818
H 0.4752 -3.3093 1.7511 0.0206 -0.0689 -0.0006
N -0.3892 0.8075 -3.6846 -0.0558 -0.0255 -0.0721
H 0.3677 -1.3080 2.4478 0.0395 -0.0479 0.0156
C 2.2935 -2.7227 -0.0621 0.0770 0.1128 -0.0482
C -2.0990 -0.8453 -3.7807 -0.0106 -0.0680 0.0828
C -0.0936 0.4151 -2.4119 0.1818 0.1288 -0.0117
H 3.1668 -3.1453 -0.5619 -0.0077 0.0261 -0.0626
H 0.8837 2.2667 5.8096 0.0085 -0.0063 -0.0127
H 1.4429 1.6210 -4.3214 0.0135 -0.0230 -0.0016
H -1.3453 -2.2985 -0.3379 -0.0939 -0.1043 0.0184
H -1.5251 1.9442 -0.8081 -0.0060 0.0226 -0.0095
C -1.3415 3.7343 2.0402 0.0175 0.0667 0.1169
C 1.0579 -3.5731 -0.3051 0.0553 -0.0489 -0.0052
N -0.7722 -2.1513 0.5089 -0.2288 -0.0216 0.3156
N 0.9027 -0.5220 2.0965 0.2920 0.2928 -0.1495
N 2.0617 -1.3240 -0.4900 -0.1592 -0.3114 -0.4073
H -1.6145 0.5130 -5.3430 0.0062 0.0001 0.0031
C -0.5892 2.8045 2.7969 -0.0635 0.1545 0.0936
H 2.8414 -0.7398 -0.2086 -0.0070 0.1121 -0.0171
H 0.2709 2.8066 -3.7432 -0.0163 0.0075 0.0198
H -1.6356 4.6732 2.4936 -0.0012 -0.0163 0.0002
H -1.4603 -2.0224 1.2468 -0.0188 -0.0185 0.0373
H -2.2385 4.1327 0.1405 -0.0043 -0.0118 0.0154
H 0.6257 -3.3201 -1.2799 0.0062 -0.0766 -0.0042
H 1.8804 -0.7529 2.2378 0.0273 0.0037 0.0813
C -1.2661 2.2081 0.2088 -0.1383 0.0737 0.1534
C -1.4124 0.1576 -4.3418 0.1060 0.1398 -0.0561
C -1.7603 -1.2822 -2.4321 -0.0283 -0.0025 -0.0600
H -0.6608 -4.2524 0.8054 -0.0576 0.0374 -0.0281
H 1.3408 -4.6247 -0.3624 0.0394 0.0183 0.0902
H -0.4648 3.9535 4.6224 0.0012 -0.0156 -0.0020
Mn 0.2304 -0.3895 -0.0289 -0.1516 -0.6541 0.7601
H 2.0482 -1.2772 -1.5054 0.1438 -0.0335 -0.0554
H 1.5515 0.1669 4.6624 -0.0050 0.0274 0.0114
C 0.5706 2.0972 4.7887 0.0308 -0.0948 -0.0470
C -1.6749 3.4430 0.7523 0.0298 -0.1150 -0.0942
H -2.8893 -1.3517 -4.3122 0.0087 -0.0067 0.0182
C 0.9492 0.8993 4.1369 0.0717 0.0364 0.1526
C -0.1794 3.0299 4.1347 -0.0278 0.0260 -0.0781
C -0.2235 1.6060 2.1681 -0.0121 0.0030 -0.1061
C -0.0014 -3.3832 0.7690 -0.1470 -0.0040 -0.0745
N -0.7795 -0.5533 -1.7975 0.0827 0.1333 -0.2071
C 0.3873 1.8804 -4.3015 -0.0570 -0.0642 0.0027
```
Positions in Å, forces in eV/Å.

## Properties
HOMO (spin up / spin down) in eV: -11.2533 / -10.6885
Net charge: +1
HOMO-LUMO gap (spin up / spin down) in eV: 8.2 / 7.6
Multiplicity: 2